Here is a cluster of 2 separate species, C5H8OS in total at a distorted geometry from the Open Molecules 2025 dataset. Energies are from ωB97M-V with the def2-TZVPD basis set.

```
15
Properties=species:S:1:pos:R:3:forces:R:3
C 2.017181 0.051680 0.483907 -0.646 -0.250 0.970
C 1.575578 -0.429316 -0.665281 -0.209 -1.072 0.647
C 0.561331 -1.501070 -0.657959 -0.221 0.553 -1.578
O 0.067394 -1.950897 0.320626 -0.201 -1.145 2.126
H 2.899965 0.567075 0.463569 2.116 1.780 -0.249
H 1.666427 -0.004488 1.532869 -0.478 -0.756 -1.089
H 2.056381 -0.247919 -1.610547 0.281 0.250 -0.104
H 0.262466 -1.885003 -1.640162 0.269 -0.218 -0.336
C -1.876979 0.305264 0.685684 -3.113 0.630 1.501
C -1.138615 1.289137 -0.094920 -2.692 2.264 -0.528
S -1.763017 -0.117946 -1.029931 -0.743 0.106 -0.727
H -1.532859 -0.193925 1.560796 1.191 -0.996 -0.125
H -2.955446 0.588769 0.984922 1.668 -0.100 -0.812
H -1.750359 2.272090 -0.221121 1.735 -1.633 -0.074
H -0.089452 1.256543 -0.112451 1.043 0.587 0.378
```
Forces are in eV/Å.

Properties
Energy above the lowest of the compared OMol25 structures with the same formula, charge and spin ... 67.1 kcal/mol
Gap between HOMO and LUMO ... 8.9201 eV
LUMO energy ... 0.0109 Ha

Mulliken atomic charge list, values in e, 8 entries:
1. C -0.64
2. C -0.25
3. C -0.07
4. O -0.49
5. H 0.32
6. H 0.24
7. H 0.33
8. H 0.48